70
Properties=species:S:1:pos:R:3:lowdin_charge:R:1 method="wB97M-V/def2-TZVPD" molar_mass_g_mol=636.271 e_homo_ev=-5.6 orbital_gap_ev=7.791 total_charge=-1
H -5.016 0.297 -5.592 0.101
H 6.020 0.512 -1.445 0.117
O -4.359 -1.663 -4.035 -0.320
C -6.134 0.886 -2.902 -0.218
O 4.588 -2.156 0.600 -0.305
C 0.579 -2.466 3.720 -0.739
C -6.336 -0.601 -2.631 -0.236
H -6.321 2.115 -4.703 0.110
H -6.644 -0.272 -6.036 0.097
H 0.172 -3.403 3.353 0.092
S 5.837 -1.530 0.928 0.654
H -5.775 -0.962 -1.769 0.020
H -1.099 -2.144 -1.228 0.102
O 0.169 3.613 0.551 -0.144
H 2.613 -0.465 1.938 0.074
C -1.537 -1.841 -0.274 -0.335
H -1.583 2.199 -0.686 0.070
C 6.860 0.211 -0.817 -0.217
C 1.768 -0.206 1.292 -0.184
Cl -1.830 -1.398 3.084 0.536
C 6.743 0.900 0.550 -0.220
H 2.124 -0.197 0.251 0.097
C -0.004 -1.297 2.954 -0.615
H 2.469 -3.180 4.439 0.060
H 7.669 0.766 1.116 0.116
H -0.080 -0.293 -0.512 0.091
C -5.999 0.024 -5.213 -0.224
H -1.229 0.060 0.751 0.060
H -1.570 -2.729 0.352 0.064
H 0.247 -0.391 3.504 0.080
Cl 0.097 -2.419 5.510 0.478
H 7.792 -1.725 -0.387 0.099
C 2.009 2.170 1.093 -0.227
C 2.098 -2.468 3.701 -0.151
O 1.278 1.104 1.630 -0.175
H 4.622 0.480 0.844 0.082
H 5.577 0.356 2.344 0.112
H -6.685 1.495 -2.188 0.115
C -2.030 2.959 -0.049 -0.080
H -2.991 2.604 0.321 0.072
B 0.515 -1.273 1.380 -0.574
H -1.493 4.175 1.627 0.114
H 0.905 3.322 2.463 0.126
H -1.024 2.465 1.797 0.115
C 5.589 0.208 1.267 -0.233
C -2.954 -1.349 -0.615 -0.609
H 7.776 0.492 -1.336 0.108
H -5.075 1.136 -2.809 0.120
H 3.028 2.192 1.513 0.113
H 6.562 1.969 0.450 0.112
H 0.926 -2.377 1.032 0.111
S -5.771 -1.399 -4.131 0.656
C 6.807 -1.303 -0.573 -0.221
H 2.486 -1.488 3.967 0.077
C 1.256 3.436 1.433 -0.203
H -3.064 -0.294 -0.379 0.022
O 6.699 -2.085 1.944 -0.327
H 2.076 2.068 0.003 0.128
H -2.204 3.851 -0.653 0.068
C -1.099 3.298 1.097 -0.278
I -4.510 -2.340 0.504 0.716
H 2.465 -2.773 2.724 0.067
H 1.908 4.313 1.405 0.116
H -7.391 -0.850 -2.516 0.109
H -7.698 1.068 -4.380 0.113
C -6.608 1.129 -4.342 -0.219
O -6.687 -2.444 -4.515 -0.329
C -0.631 -0.748 0.321 -0.213
H -3.215 -1.504 -1.656 0.007
H 6.316 -1.843 -1.378 0.099

14
Properties=species:S:1:pos:R:3:lowdin_charge:R:1 method="wB97M-V/def2-TZVPD" molar_mass_g_mol=122.238 de_lowest_kj_mol=146.7 e_homo_ev=-13.8 orbital_gap_ev=9.731 total_charge=+1
H -1.066 1.581 -0.184 0.149
C 0.351 0.231 -0.655 -0.749
C -2.081 -0.057 -0.136 -0.012
C 2.389 -0.590 0.467 -0.718
H -2.891 0.639 -0.199 0.091
H -0.461 0.558 1.067 0.131
N -0.834 0.693 0.166 -0.041
H -2.286 -0.713 0.797 0.139
H 2.522 -0.806 1.587 0.087
S 0.901 -1.395 -0.188 0.883
S 2.002 1.122 -0.074 0.854
H 3.233 -0.935 0.058 -0.017
H 0.212 0.440 -1.649 0.055
H -1.991 -0.768 -1.058 0.148

23
Properties=species:S:1:pos:R:3:lowdin_charge:R:1 method="wB97M-V/def2-TZVPD" molar_mass_g_mol=119.188 de_lowest_kj_mol=660.2 e_homo_ev=-12.8 orbital_gap_ev=5.297 total_charge=+1
H 1.209 -1.974 -0.025 0.138
N 1.245 -0.042 1.719 0.075
C -0.993 0.324 0.772 0.352
C 0.480 -1.204 -0.273 -0.100
C 1.037 -0.542 -1.587 -0.239
H 1.084 1.202 -2.612 0.084
H 0.881 -1.247 -2.404 0.122
C 1.076 0.817 2.894 -0.034
H 2.072 0.910 3.323 0.103
H -0.463 -1.684 -0.547 0.120
N 0.536 0.785 -1.875 0.012
C 0.233 -0.200 0.794 -0.338
H -2.478 -2.104 1.077 0.039
H -2.407 0.353 -1.120 -0.024
O -2.474 0.255 -2.057 -0.037
H -1.667 0.579 1.591 0.103
H -3.203 0.752 -2.420 0.058
H 0.493 0.267 3.637 0.105
H 2.117 0.117 1.241 0.156
H 2.100 -0.442 -1.391 0.112
H -0.454 0.814 -2.094 0.040
H 0.590 1.769 2.702 0.099
H -3.109 -1.743 1.222 0.056

56
Properties=species:S:1:pos:R:3:lowdin_charge:R:1 method="wB97M-V/def2-TZVPD" molar_mass_g_mol=538.452 de_lowest_kj_mol=95.2 e_homo_ev=-4.5 orbital_gap_ev=6.618 total_charge=-1
C 1.555 -1.920 1.944 -0.035
N -1.734 -2.908 0.675 -0.146
C -3.240 -1.020 -1.957 -0.061
C 3.374 -2.430 -0.112 -0.069
O -5.561 -1.082 -2.599 0.048
C 2.691 2.169 -1.233 -0.029
C 2.463 -1.384 -0.224 -0.058
N -4.421 -0.672 -2.583 -0.172
C -0.787 -0.096 1.528 -0.249
H -2.142 0.969 3.539 0.117
C 4.751 1.564 0.545 -0.088
C -4.194 2.531 1.286 -0.086
H 2.332 -3.653 2.911 0.104
O 1.175 -0.027 -2.660 0.020
H 1.876 2.536 -1.854 0.097
C -0.950 -0.151 -1.773 -0.157
C 3.421 1.308 0.894 -0.040
H 3.905 -4.194 1.025 0.093
C -2.544 1.312 2.581 -0.018
H 0.939 -1.641 2.796 0.106
C -3.470 2.278 0.114 -0.052
H 0.255 -1.827 -1.057 0.188
H -4.224 2.344 3.442 0.094
C 0.312 -0.212 0.410 -0.118
H 2.535 -0.724 -1.095 0.107
H 4.127 -2.569 -0.882 0.101
N -3.886 -2.748 -0.216 0.138
C -2.236 -0.127 -2.391 -0.187
C 3.278 -3.307 0.967 -0.098
H 4.211 2.837 -2.587 0.105
C 0.944 1.206 0.337 -0.223
O -3.117 -3.345 0.750 0.002
C 4.019 2.394 -1.603 -0.073
C -3.699 2.090 2.524 -0.088
C -1.884 0.940 1.393 -0.126
H -1.611 1.532 -0.665 0.091
O -0.915 -0.891 2.453 0.066
O 0.023 1.849 -2.552 0.024
H -3.801 2.633 -0.873 0.112
C 1.492 -1.182 0.763 -0.167
C -2.273 1.565 0.200 -0.025
C 2.399 1.473 -0.049 -0.167
H 5.559 1.379 1.256 0.098
O 0.355 2.239 0.648 0.127
C 5.057 2.064 -0.725 -0.102
C -1.757 -1.845 -0.219 -0.053
O -0.888 -3.512 1.304 0.074
N 0.145 0.620 -2.359 -0.316
N -2.770 0.812 -3.261 0.099
C -3.009 -1.860 -0.831 -0.124
O -4.079 0.458 -3.383 -0.026
H -5.135 3.085 1.220 0.097
H 3.186 0.976 1.909 0.124
C 2.405 -3.027 2.017 -0.078
H 6.091 2.233 -1.033 0.094
C -0.546 -1.042 -0.657 -0.092

18
Properties=species:S:1:pos:R:3:lowdin_charge:R:1 method="wB97M-V/def2-TZVPD" molar_mass_g_mol=101.149 de_lowest_kj_mol=170.2 e_homo_ev=-7.8 orbital_gap_ev=8.590 total_charge=0
H 1.544 0.275 -1.194 0.049
O 3.119 0.062 1.005 -0.066
C -0.447 -0.209 -0.416 -0.312
H 0.954 2.081 -0.199 0.082
C -2.648 -1.307 0.147 -0.006
H 2.524 0.455 1.655 0.028
H -3.273 -2.185 0.098 0.047
H -1.176 -2.148 -1.034 0.097
H 2.518 -0.228 0.303 -0.005
C -1.450 -1.287 -0.430 -0.159
C -0.562 0.834 0.417 -0.159
H 0.935 -1.331 -1.634 0.085
H -2.968 -0.470 0.754 0.045
H -1.348 0.863 1.162 0.114
N 0.357 1.863 0.582 0.061
H 0.043 2.673 1.086 0.084
C 0.647 -0.292 -1.433 -0.074
H 0.326 0.060 -2.420 0.089